# 1
C4H5O2 as an isolated structure, computed with wB97M-V/def2-TZVPD.

Atoms and positions in Å:
H  1.409  0.866  -0.407
C  -0.527  0.203  -1.222
C  0.443  0.444  -0.088
C  -0.019  0.780  1.213
C  -0.366  0.801  2.414
O  -0.660  0.716  3.612
H  -1.590  0.330  -0.989
H  -0.205  0.592  -2.198
H  0.976  -1.203  -0.133
O  0.714  -2.297  -0.793
H  -0.175  -1.230  -1.410

Summary:
Multiplicity: 2
Total charge: -2
HOMO energy (spin up / spin down): 2.65 / 1.62 eV
Kohn-Sham gap (spin up / spin down): 4.30 / 5.32 eV

Okay, here come the Mulliken numbers, in e, for every atom: 0.340, -1.010, -0.881, -0.616, 0.967, -0.827, 0.347, 0.228, 0.354, -1.189, 0.286

***

# 2
One molecule with the formula C25H24N4O3S, computed with wB97M-V/def2-TZVPD.

Atoms and positions in Å:
C  4.417  -2.442  5.641
C  3.920  -1.820  4.384
C  3.874  -2.340  3.125
C  3.335  -1.342  2.264
C  3.046  -1.444  0.855
O  2.874  -0.490  0.117
C  2.899  -2.872  0.339
S  1.640  -2.905  -0.977
C  0.501  -1.871  -0.152
N  0.116  -1.993  1.088
N  -0.674  -0.946  1.368
C  -0.758  -0.196  0.302
C  -1.519  1.045  0.164
C  -0.856  2.251  -0.038
C  -1.579  3.416  -0.212
C  -2.963  3.385  -0.192
C  -3.625  2.189  0.026
C  -2.907  1.021  0.212
N  -0.019  -0.743  -0.711
C  0.159  -0.260  -2.058
C  -1.163  0.186  -2.624
C  -2.226  -0.705  -2.653
C  -3.499  -0.319  -3.061
C  -3.661  0.992  -3.436
C  -2.590  1.888  -3.433
C  -1.333  1.509  -3.038
O  -3.024  3.117  -3.850
C  -4.408  2.976  -4.091
O  -4.793  1.640  -3.849
C  3.067  -0.235  3.063
C  2.438  1.058  2.702
N  3.408  -0.544  4.336
C  3.234  0.343  5.452
H  5.222  -1.854  6.083
H  3.617  -2.543  6.376
H  4.800  -3.434  5.417
H  4.221  -3.312  2.836
H  3.827  -3.219  -0.116
H  2.583  -3.550  1.129
H  0.224  2.270  -0.054
H  -1.061  4.351  -0.371
H  -3.524  4.296  -0.342
H  -4.704  2.163  0.050
H  -3.415  0.084  0.383
H  0.587  -1.082  -2.641
H  0.877  0.566  -2.050
H  -2.067  -1.725  -2.335
H  -4.324  -1.010  -3.074
H  -0.518  2.213  -3.031
H  -4.968  3.648  -3.420
H  -4.629  3.241  -5.137
H  3.041  1.898  3.047
H  1.445  1.138  3.147
H  2.341  1.112  1.622
H  2.196  0.677  5.508
H  3.875  1.222  5.349
H  3.488  -0.170  6.376

Summary:
Total charge: 0
HOMO energy: -7.97 eV
SMILES string: Cc1cc(C(=O)CSc2nnc(-c3ccccc3)n2Cc2ccc3c(c2)OCO3)c(C)n1C
Kohn-Sham gap: 8.72 eV

Okay, here come the Mulliken numbers, in e, for every atom: -1.680, 0.596, -0.965, 0.985, 0.502, -0.631, -0.906, -0.278, 0.202, -0.503, -0.615, 0.288, 0.372, -0.308, -0.674, -0.458, -0.802, -0.289, 0.485, -0.872, 0.104, -0.376, -1.158, 1.182, 0.641, -0.786, -0.525, -0.385, -0.506, 0.158, -1.668, 0.124, -1.070, 0.365, 0.365, 0.362, 0.478, 0.565, 0.430, 0.571, 0.417, 0.448, 0.427, 0.482, 0.664, 0.174, 0.427, 0.448, 0.444, 0.298, 0.274, 0.499, 0.371, 0.256, 0.329, 0.311, 0.410

***

# 3
One molecule with the formula C5H10O, computed with wB97M-V/def2-TZVPD.

Atoms and positions in Å:
C  -1.257  -1.455  -0.028
C  -0.505  -0.225  0.366
C  -0.626  1.681  -0.460
C  0.882  -0.495  0.966
C  1.519  0.237  -0.212
O  0.285  0.326  -0.968
H  -2.140  -1.235  -0.640
H  -1.612  -1.928  0.898
H  -0.633  -2.193  -0.566
H  -1.453  1.562  -1.155
H  0.120  2.391  -0.851
H  -0.981  2.030  0.506
H  1.158  -1.561  0.988
H  1.078  -0.065  1.954
H  2.260  -0.310  -0.801
H  1.906  1.240  0.003

Summary:
Total charge: 0
HOMO energy: -6.70 eV
Kohn-Sham gap: 7.74 eV

Okay, here come the Mulliken numbers, in e, for every atom: -1.357, 0.272, -0.698, -0.666, -0.280, -0.281, 0.295, 0.371, 0.322, 0.308, 0.390, 0.258, 0.282, 0.261, 0.288, 0.234

***

# 4
One molecule with the formula C12H12N4O2, computed with wB97M-V/def2-TZVPD.

Atoms and positions in Å:
C  -2.957  -2.695  1.531
C  -1.848  -1.702  1.747
C  -1.336  -1.521  3.131
C  -0.310  -0.687  3.400
C  0.258  0.067  2.302
N  1.284  0.893  2.314
C  1.544  1.230  0.991
C  2.580  2.242  0.634
C  0.639  0.561  0.184
C  0.600  0.607  -1.270
N  -0.517  0.336  -1.883
N  -0.687  0.503  -3.227
C  0.374  0.734  -4.034
O  0.173  0.641  -5.223
C  1.687  1.186  -3.390
O  1.736  1.005  -1.954
N  -0.200  -0.145  0.994
C  -1.276  -1.008  0.706
H  -3.160  -2.822  0.449
H  -2.699  -3.677  1.904
H  -3.876  -2.355  2.025
H  -1.828  -2.037  3.986
H  0.015  -0.497  4.443
H  2.458  2.560  -0.419
H  2.512  3.085  1.315
H  3.545  1.751  0.795
H  -1.467  0.090  -3.697
H  2.506  0.576  -3.802
H  1.867  2.237  -3.642
H  -1.617  -1.159  -0.309

Summary:
Total charge: 0
HOMO energy: -8.00 eV
SMILES string: Cc1ccc2nc(C)c(C3=NNC(=O)CO3)n2c1
Kohn-Sham gap: 8.62 eV

Okay, here come the Mulliken numbers, in e, for every atom: -1.507, 0.735, -0.300, -0.653, 0.390, -0.824, 0.525, -1.230, 0.448, 0.279, -0.339, -0.304, 0.362, -0.642, -0.203, -0.355, 0.187, -0.341, 0.337, 0.357, 0.312, 0.341, 0.374, 0.249, 0.355, 0.290, 0.267, 0.282, 0.262, 0.343

***

# 5
An isolated ion of composition C3H7IN3 and charge +1, computed with wB97M-V/def2-TZVPD.

Atoms and positions in Å:
N  2.115  0.301  0.345
C  0.896  0.250  -0.148
N  -0.122  1.153  -0.017
C  -1.354  0.317  0.100
I  -2.360  0.698  1.948
C  -0.794  -1.124  0.026
N  0.395  -0.884  -0.849
H  2.831  0.963  0.076
H  2.386  -0.449  0.972
H  -0.160  1.918  -0.685
H  -1.994  0.570  -0.736
H  -0.343  -1.323  0.993
H  -1.478  -1.879  -0.321
H  -0.018  -0.509  -1.703

Summary:
Total charge: +1
HOMO energy: -13.48 eV
SMILES string: NC1=[NH+][C@H](I)CN1
Kohn-Sham gap: 7.50 eV

Okay, here come the Mulliken numbers, in e, for every atom: -0.250, 0.246, -0.177, -0.466, 0.198, -0.614, -0.365, 0.264, 0.269, 0.298, 0.489, 0.390, 0.377, 0.340

***

# 6
C27H29N7PSSr as an isolated structure, computed with wB97M-V/def2-TZVPD.

Atoms and positions in Å:
Sr  0.233  -0.797  0.486
N  2.836  -4.526  -0.428
C  1.868  -3.588  -0.404
S  1.029  -3.398  1.113
N  1.696  -2.967  -1.559
N  0.766  -1.979  -1.587
C  0.490  -1.464  -2.739
C  1.123  -1.869  -4.022
C  1.165  -3.200  -4.432
C  1.764  -3.542  -5.635
C  2.343  -2.564  -6.433
C  2.313  -1.236  -6.028
C  1.696  -0.891  -4.836
C  -0.532  -0.373  -2.756
C  -1.278  -0.122  -3.904
C  -2.220  0.892  -3.894
C  -2.402  1.642  -2.742
C  -1.647  1.318  -1.633
N  -0.738  0.330  -1.625
H  2.956  -5.128  0.363
H  3.276  -4.748  -1.306
H  0.732  -3.966  -3.802
H  1.789  -4.580  -5.946
H  2.821  -2.837  -7.366
H  2.769  -0.470  -6.642
H  1.670  0.149  -4.527
H  -1.118  -0.722  -4.788
H  -2.810  1.096  -4.779
H  -3.121  2.450  -2.697
H  -1.780  1.857  -0.698
C  1.528  -1.681  4.489
P  2.001  -0.495  3.173
C  2.194  1.048  4.147
C  3.751  -0.966  2.905
H  2.257  -1.664  5.300
H  1.480  -2.687  4.070
H  0.546  -1.427  4.892
H  2.850  0.886  5.003
H  1.219  1.380  4.508
H  2.614  1.837  3.521
H  4.281  -1.017  3.857
H  4.247  -0.239  2.260
H  3.785  -1.942  2.420
C  0.678  3.930  0.314
C  1.023  2.596  0.233
N  0.463  1.660  1.015
C  -0.475  2.040  1.882
C  -0.934  3.343  1.998
C  -0.316  4.304  1.207
C  -2.001  3.713  2.949
C  -3.124  3.070  3.268
C  -3.743  1.837  2.735
C  -4.957  1.435  3.278
C  -5.551  0.296  2.767
N  -5.004  -0.403  1.774
C  -3.853  0.068  1.311
N  -3.183  1.134  1.740
H  1.166  4.660  -0.318
H  1.766  2.256  -0.480
H  -0.883  1.272  2.535
H  -0.618  5.343  1.285
H  -1.831  4.656  3.463
H  -3.738  3.549  4.023
H  -5.424  1.998  4.076
H  -6.492  -0.073  3.160
H  -3.408  -0.484  0.488

Summary:
Total charge: +1
HOMO energy: -10.10 eV
Kohn-Sham gap: 6.97 eV

Okay, here come the Mulliken numbers, in e, for every atom: 1.470, -0.397, 0.434, -0.539, -0.931, 0.165, 0.591, 0.107, -0.083, -0.749, -0.393, -0.785, -0.009, -0.310, -0.632, -0.522, -1.042, -0.290, 0.371, 0.206, 0.237, 0.459, 0.403, 0.401, 0.393, 0.443, 0.538, 0.444, 0.474, 0.364, -1.267, 0.725, -1.250, -1.228, 0.394, 0.334, 0.334, 0.430, 0.333, 0.337, 0.393, 0.356, 0.308, -0.725, -0.801, -0.067, -0.169, 0.533, -0.237, -1.170, -0.630, 1.041, -0.824, -0.222, -0.560, -0.232, -0.221, 0.451, 0.501, 0.781, 0.512, 0.428, 0.302, 0.382, 0.404, 0.504

***

The records above give, respectively, electronic energy values of -8316.0340, -49252.2141, -7388.4527, -22693.1882, -15786.4194, -59857.4461 eV.
The records above give, respectively, max |F| values of 4.4, 1.3, 0.5, 3.4, 2.4, 0.9 eV Å⁻¹.